The following is a quantum chemistry calculation of C33H36F5IN8NaO3S as an isolated structure, from OMol25.

Each line ends with the Löwdin charge.
CARTESIAN COORDINATES (ANGSTROEM)
1 Na 0.712 -1.309 1.102  0.130
2 C -0.524 0.358 -2.307  -0.055
3 C -0.812 -1.084 -2.587  -0.337
4 C -1.380 -1.444 -3.823  -0.039
5 C -1.692 -2.754 -4.052  -0.027
6 C -1.428 -3.718 -3.058  -0.180
7 C -1.807 -5.060 -3.205  -0.085
8 C -1.544 -5.949 -2.188  -0.114
9 C -0.826 -5.550 -1.071  -0.155
10 C -0.366 -4.244 -0.903  -0.696
11 S 0.698 -3.896 0.376  0.560
12 C -0.760 -3.270 -1.877  -0.247
13 N -0.501 -1.970 -1.672  0.155
14 H -1.361 0.987 -2.610  0.077
15 H 0.355 0.665 -2.870  0.072
16 H -0.324 0.476 -1.249  0.030
17 H -1.569 -0.687 -4.571  0.103
18 H -2.141 -3.074 -4.986  0.107
19 H -2.302 -5.363 -4.120  0.093
20 H -1.879 -6.977 -2.262  0.093
21 H -0.587 -6.272 -0.305  0.083
22 F -2.080 -2.241 6.238  0.117
23 C -2.267 -2.277 4.920  -0.165
24 C -2.867 -1.144 4.264  -0.149
25 F -3.381 -1.505 2.992  -0.077
26 C -1.622 -0.413 4.141  -0.148
27 F -1.461 0.750 4.821  0.066
28 C -0.381 -0.982 3.639  -0.304
29 O 0.528 -0.381 3.081  -0.013
30 C -0.310 -2.398 4.126  -0.079
31 F 0.538 -2.535 5.186  0.070
32 C -1.498 -3.190 4.114  -0.149
33 F -1.984 -3.414 2.849  -0.001
34 C -5.171 0.043 -1.365  -0.068
35 C -5.626 0.830 -0.138  -0.401
36 C -5.377 2.327 -0.307  -0.087
37 C -4.917 0.298 1.119  -0.122
38 N -3.501 0.490 1.040  -0.104
39 C -2.524 -0.374 0.706  -0.123
40 N -1.385 0.269 0.736  0.032
41 N -1.673 1.519 1.080  0.001
42 N -2.918 1.663 1.267  0.060
43 H -5.667 0.405 -2.263  0.076
44 H -5.403 -1.014 -1.247  0.081
45 H -4.096 0.138 -1.510  0.069
46 H -6.700 0.667 0.007  0.132
47 H -4.323 2.525 -0.483  0.062
48 H -5.669 2.866 0.591  0.075
49 H -5.945 2.720 -1.147  0.073
50 H -5.101 -0.771 1.241  0.128
51 H -5.275 0.825 2.006  0.134
52 H -2.659 -1.406 0.472  0.142
53 N 4.416 -2.160 2.646  0.179
54 C 3.538 -1.140 2.523  -0.659
55 O 2.800 -1.031 1.570  -0.008
56 C 3.609 -0.101 3.610  -0.517
57 I 5.120 1.326 3.055  0.810
58 H 4.346 -2.917 1.984  0.121
59 H 4.989 -2.283 3.462  0.104
60 H 3.902 -0.506 4.574  0.049
61 H 2.666 0.432 3.668  0.041
62 C 2.248 5.540 -2.318  -0.069
63 C 3.367 5.250 -1.320  -0.205
64 N 3.425 3.839 -0.973  -0.062
65 C 3.045 3.453 0.372  -0.230
66 C 1.563 3.677 0.663  -0.062
67 C 4.007 3.020 -1.881  -0.421
68 O 4.546 3.457 -2.889  0.054
69 C 3.903 1.547 -1.667  -0.111
70 C 4.974 0.715 -1.974  -0.003
71 C 4.802 -0.656 -1.886  -0.044
72 C 3.557 -1.148 -1.514  -0.124
73 N 2.527 -0.365 -1.259  0.103
74 C 2.693 0.938 -1.331  -0.096
75 H 2.218 6.605 -2.534  0.069
76 H 1.283 5.231 -1.927  0.067
77 H 2.439 5.003 -3.243  0.071
78 H 3.229 5.828 -0.405  0.115
79 H 4.322 5.525 -1.780  0.117
80 H 3.651 4.035 1.080  0.112
81 H 3.294 2.402 0.516  0.073
82 H 1.324 4.737 0.685  0.069
83 H 1.310 3.246 1.626  0.078
84 H 0.939 3.197 -0.084  0.061
85 H 5.912 1.153 -2.287  0.118
86 H 5.612 -1.327 -2.123  0.099
87 H 3.361 -2.207 -1.439  0.108
88 H 1.813 1.532 -1.138  0.099

LUMO level ... 1.708 eV
HOMO level ... -3.7 eV
ΔE to the lowest compared entry with this formula, charge and spin ... 1.2903 eV
Electronic energy ... -3300.3040 a.u.
Total charge ... -1
Kohn-Sham gap ... 5.4 eV
Molar mass ... 869.65 g mol⁻¹


The following is a quantum chemistry calculation of C33H36IInN8O2 as an isolated structure, from OMol25.

Each line ends with the Löwdin charge.
CARTESIAN COORDINATES (ANGSTROEM)
1 In -0.675 0.517 0.024  0.977
2 C -2.804 -3.533 -0.216  0.021
3 C -2.142 -2.213 -0.438  -0.218
4 N -1.355 -1.659 0.392  0.042
5 C -0.921 -2.294 1.643  -0.135
6 C -0.052 -1.320 2.432  -0.171
7 N 0.867 -0.643 1.485  -0.081
8 C 1.855 0.289 2.094  -0.169
9 C 1.459 1.746 1.864  -0.153
10 N 1.126 1.889 0.435  -0.112
11 C 0.719 3.231 -0.013  -0.152
12 C 0.400 3.164 -1.505  -0.140
13 N -0.393 1.965 -1.772  0.041
14 C -1.000 1.741 -2.862  -0.222
15 C -1.018 2.665 -4.038  0.023
16 C -1.729 0.423 -2.935  -0.159
17 C -2.412 -0.021 -4.055  0.043
18 C -3.062 -1.243 -3.992  0.018
19 C -3.030 -1.986 -2.820  0.042
20 C -2.317 -1.485 -1.747  -0.163
21 N -1.676 -0.325 -1.839  0.098
22 H -2.991 -3.700 0.843  0.092
23 H -2.150 -4.339 -0.568  0.122
24 H -3.749 -3.609 -0.746  0.091
25 H -0.338 -3.185 1.388  0.135
26 H -1.759 -2.620 2.257  0.137
27 H 0.488 -1.860 3.209  0.111
28 H -0.674 -0.562 2.903  0.116
29 H 1.383 -1.358 0.977  0.066
30 H 2.812 0.105 1.608  0.115
31 H 1.970 0.098 3.159  0.131
32 H 2.287 2.390 2.159  0.139
33 H 0.586 2.017 2.451  0.114
34 H 1.897 1.523 -0.130  0.074
35 H 1.489 3.981 0.153  0.138
36 H -0.164 3.528 0.555  0.129
37 H 1.327 3.099 -2.081  0.136
38 H -0.110 4.076 -1.806  0.132
39 H -1.961 2.613 -4.580  0.092
40 H -0.215 2.395 -4.733  0.121
41 H -0.857 3.695 -3.733  0.087
42 H -2.438 0.561 -4.966  0.126
43 H -3.602 -1.615 -4.853  0.134
44 H -3.544 -2.935 -2.765  0.126
45 I -5.841 6.450 4.177  0.946
46 C -4.767 4.933 3.248  -0.728
47 C -3.704 4.335 3.917  -0.129
48 C -2.974 3.344 3.282  -0.006
49 C -3.301 2.955 1.984  -0.148
50 C -4.377 3.548 1.333  -0.006
51 C -5.116 4.534 1.964  -0.130
52 C -2.477 1.963 1.267  -0.533
53 O -2.634 1.740 0.033  -0.011
54 O -1.528 1.323 1.873  -0.072
55 H -3.449 4.640 4.924  0.102
56 H -2.147 2.867 3.793  0.120
57 H -4.636 3.232 0.329  0.123
58 H -5.955 4.994 1.459  0.102
59 C 4.922 0.187 -2.396  -0.030
60 C 3.826 0.800 -1.821  -0.128
61 N 2.834 0.113 -1.232  0.047
62 C 2.925 -1.214 -1.239  -0.116
63 C 3.987 -1.929 -1.760  -0.190
64 C 5.004 -1.199 -2.360  0.012
65 C 4.010 -3.411 -1.734  -0.018
66 C 3.695 -4.240 -0.739  -0.017
67 C 3.260 -3.941 0.648  -0.253
68 C 2.756 -4.974 1.425  0.005
69 C 2.307 -4.666 2.697  -0.099
70 N 2.394 -3.435 3.206  0.096
71 C 2.949 -2.527 2.404  -0.211
72 N 3.354 -2.699 1.147  0.137
73 H 5.702 0.782 -2.855  0.118
74 H 3.746 1.885 -1.811  0.108
75 H 2.101 -1.764 -0.792  0.100
76 H 5.857 -1.712 -2.795  0.133
77 H 4.321 -3.870 -2.669  0.124
78 H 3.771 -5.303 -0.952  0.116
79 H 2.706 -5.989 1.046  0.122
80 H 1.862 -5.423 3.334  0.121
81 H 3.088 -1.536 2.826  0.098

LUMO level ... -6.281 eV
HOMO level ... -12.5 eV
ΔE to the lowest compared entry with this formula, charge and spin ... 0.0000 eV
Electronic energy ... -2355.0857 a.u.
Total charge ... +2
Kohn-Sham gap ... 6.2 eV
Molar mass ... 818.43 g mol⁻¹


The following is a quantum chemistry calculation of C33H36N11O5OsS as an isolated structure, from OMol25.

Each line ends with the Löwdin charge.
CARTESIAN COORDINATES (ANGSTROEM)
1 Os -0.281 -2.506 -0.215  1.544
2 C 1.210 0.060 7.704  -0.022
3 C 0.695 -0.194 6.323  -0.227
4 C 1.411 0.228 5.197  -0.017
5 C 0.931 0.013 3.921  -0.064
6 C -0.295 -0.636 3.769  -0.303
7 C -1.048 -1.043 4.874  -0.025
8 C -0.540 -0.827 6.137  0.006
9 S -0.928 -0.919 2.197  0.636
10 O -2.355 -0.736 2.173  -0.272
11 O -0.124 -0.235 1.184  -0.398
12 N -0.644 -2.515 1.727  -0.346
13 C -1.651 -3.513 2.109  -0.145
14 C -2.616 -3.663 0.942  -0.532
15 O -3.756 -3.953 0.964  0.178
16 O -1.962 -3.399 -0.265  -0.298
17 H 2.275 0.282 7.702  0.086
18 H 1.028 -0.796 8.352  0.097
19 H 0.687 0.915 8.139  0.105
20 H 2.351 0.748 5.332  0.117
21 H 1.469 0.398 3.062  0.087
22 H -2.022 -1.499 4.748  0.123
23 H -1.112 -1.141 7.000  0.136
24 H -2.186 -3.248 3.019  0.124
25 H -1.158 -4.476 2.265  0.142
26 C 0.251 -0.834 -5.467  -0.018
27 N -0.097 -1.704 -4.325  -0.087
28 C 0.496 -1.782 -3.153  -0.140
29 N -0.264 -2.509 -2.324  -0.090
30 C -1.346 -2.863 -3.100  -0.159
31 N -1.276 -2.372 -4.302  0.163
32 C -0.143 0.585 -5.122  -0.165
33 C -1.121 1.265 -5.837  0.039
34 C -1.522 2.538 -5.435  -0.009
35 C -0.987 3.121 -4.297  0.012
36 C -0.003 2.438 -3.579  -0.142
37 C 0.441 1.199 -4.023  0.027
38 C 0.504 2.958 -2.315  -0.252
39 N 0.057 3.937 -1.605  0.196
40 N 0.808 3.967 -0.450  0.219
41 C 1.657 2.996 -0.533  -0.217
42 O 1.514 2.299 -1.693  0.142
43 C 2.642 2.555 0.443  -0.087
44 C 2.962 3.365 1.532  0.052
45 C 3.877 2.911 2.468  0.009
46 C 4.440 1.645 2.346  0.051
47 C 4.110 0.829 1.268  -0.156
48 C 4.684 -0.570 1.170  -0.013
49 N 3.702 -1.453 0.521  -0.101
50 C 2.444 -1.603 0.872  -0.112
51 N 1.798 -2.253 -0.104  -0.095
52 C 2.789 -2.532 -1.023  -0.172
53 N 3.937 -2.032 -0.680  0.162
54 C 3.231 1.301 0.306  0.062
55 H -0.303 -1.222 -6.317  0.142
56 H 1.317 -0.943 -5.664  0.150
57 H 1.440 -1.322 -2.917  0.124
58 H -2.148 -3.487 -2.742  0.132
59 H -1.571 0.810 -6.711  0.141
60 H -2.260 3.073 -6.018  0.131
61 H -1.306 4.103 -3.971  0.136
62 H 1.240 0.719 -3.475  0.120
63 H 2.503 4.340 1.627  0.141
64 H 4.149 3.540 3.305  0.136
65 H 5.139 1.294 3.096  0.146
66 H 4.904 -0.972 2.158  0.147
67 H 5.588 -0.633 0.567  0.154
68 H 2.011 -1.214 1.775  0.118
69 H 2.642 -3.119 -1.915  0.128
70 H 2.984 0.699 -0.561  0.135
71 N -4.095 1.443 -1.763  0.076
72 C -2.750 1.865 -1.228  -0.076
73 C -1.758 0.726 -1.415  -0.185
74 N -2.211 -0.526 -0.807  -0.074
75 C -3.521 -0.926 -1.338  -0.163
76 C -4.573 0.155 -1.134  -0.064
77 H -4.036 1.326 -2.778  0.184
78 H -4.782 2.184 -1.602  0.192
79 H -2.897 2.098 -0.173  0.151
80 H -2.441 2.768 -1.753  0.116
81 H -0.813 1.026 -0.962  0.106
82 H -1.575 0.560 -2.481  0.112
83 H -2.308 -0.388 0.197  0.050
84 H -3.861 -1.838 -0.848  0.125
85 H -3.419 -1.149 -2.404  0.121
86 H -4.730 0.368 -0.077  0.148
87 H -5.525 -0.107 -1.591  0.148

Spin multiplicity ... 5
LUMO level (spin up / spin down) ... -8.699 / -12.662 eV
HOMO level (spin up / spin down) ... -15.7 / -15.7 eV
ΔE to the lowest compared entry with this formula, charge and spin ... 0.3823 eV
<S²> ... 6.04
Electronic energy ... -2745.5125 a.u.
Total charge ... +3
Kohn-Sham gap (spin up / spin down) ... 7.0 / 3.1 eV
Molar mass ... 889.02 g mol⁻¹


Question: Look up the molar mass of the third one.
Answer: 889.02 g mol⁻¹


Question: What is the total charge in the third record?
Answer: +3